No. 1
{"formula": "C40H30As2AuCl2F5NO4S", "method": "ωB97M-V with the def2-TZVPD basis set", "symbols": ["H", "C", "H", "O", "H", "C", "C", "C", "Cl", "C", "C", "H", "C", "C", "H", "C", "H", "N", "H", "H", "C", "C", "H", "C", "F", "F", "C", "C", "C", "H", "H", "H", "O", "H", "H", "C", "H", "F", "H", "H", "H", "C", "H", "H", "H", "C", "C", "H", "C", "H", "Cl", "C", "C", "C", "Au", "C", "As", "C", "S", "C", "H", "C", "C", "H", "H", "C", "C", "C", "F", "H", "O", "F", "C", "C", "C", "C", "C", "C", "As", "H", "C", "O", "H", "C", "C", "H"], "coordinates": [[0.45, -0.01, 6.79], [2.86, -1.61, 5.04], [-2.54, 0.20, 2.24], [-1.22, -0.24, -1.08], [-3.65, 3.25, -4.92], [-4.57, 2.88, -0.04], [3.65, 3.31, -0.91], [0.98, -0.42, 5.94], [2.35, 4.33, -0.30], [5.44, -1.19, -0.63], [-0.37, 1.95, 0.45], [-0.52, 0.17, 4.54], [-2.54, -3.65, 2.26], [-3.25, 2.68, 1.95], [-2.54, -4.73, 2.27], [-0.56, -4.23, -2.15], [-0.61, 1.45, 2.58], [-0.84, -5.33, -1.21], [3.71, 3.43, -1.98], [-4.64, -1.00, 2.54], [-3.72, -2.94, 2.42], [6.76, -0.86, -0.74], [-4.65, -3.48, 2.55], [-3.41, 2.45, 0.59], [4.75, -2.13, -4.07], [4.86, -1.11, 0.56], [-1.97, 2.66, -2.04], [-1.95, 4.37, -4.23], [0.05, 1.23, 1.73], [0.15, -1.37, -4.56], [-1.95, 5.03, -5.09], [-4.09, 3.53, 3.73], [-1.16, -5.02, -0.08], [-4.71, 2.72, -1.10], [2.61, -1.16, 7.12], [-2.53, -0.87, 2.23], [2.85, -1.93, 2.92], [7.45, -0.45, 0.32], [-0.26, 3.80, -1.37], [-6.15, 4.30, 2.60], [-0.43, -3.52, 1.94], [1.12, -0.84, 3.58], [-1.36, -2.75, -0.81], [-6.45, 3.88, 0.18], [0.40, 1.83, -0.32], [-5.55, 3.55, 0.69], [-1.01, 3.66, -2.14], [-0.25, 5.29, -3.30], [-2.91, 3.37, -4.13], [3.80, -2.13, 5.19], [3.37, 1.59, -0.56], [0.01, -4.54, -3.37], [-4.23, 3.35, 2.67], [6.72, -1.38, -3.11], [1.83, -1.50, 0.08], [0.28, -3.49, -4.25], [0.34, -0.70, 1.82], [5.40, -1.72, -3.00], [3.07, -2.07, -1.79], [-1.35, -1.57, 2.04], [0.23, -5.56, -3.62], [7.41, -0.95, -1.98], [-3.72, -1.56, 2.41], [4.57, 3.60, -0.41], [-0.43, 3.02, 0.69], [-0.88, -2.94, -1.77], [-2.92, 2.52, -3.04], [-0.03, -2.19, -3.89], [7.35, -1.46, -4.27], [-3.65, 1.72, -3.00], [-0.90, 0.35, -3.22], [8.67, -0.62, -2.07], [2.33, -1.50, 3.77], [-1.00, 4.51, -3.24], [2.19, -1.07, 6.13], [4.70, -1.63, -1.76], [-5.38, 3.78, 2.04], [-1.35, -2.96, 2.07], [-2.03, 1.52, -0.49], [-2.35, 2.37, 2.47], [-0.61, -1.91, -2.65], [-0.75, -6.46, -1.61], [0.72, -3.71, -5.21], [-0.94, -0.47, -2.34], [0.44, -0.31, 4.67], [1.03, 1.61, 2.02]], "energy_ha": -8322.73556, "homo_energy_ev": -9.261, "charge": 1, "homo_lumo_gap_ev": 3.3}

No. 2
{"formula": "C40H30ClFN2O21S", "method": "ωB97M-V with the def2-TZVPD basis set", "symbols": ["C", "O", "O", "H", "N", "N", "H", "C", "C", "H", "C", "H", "H", "H", "C", "H", "H", "O", "H", "C", "H", "O", "H", "H", "H", "O", "F", "O", "O", "O", "C", "C", "O", "C", "C", "C", "O", "C", "C", "C", "H", "O", "H", "H", "C", "H", "H", "H", "O", "C", "C", "C", "C", "C", "O", "H", "O", "C", "C", "C", "C", "O", "C", "H", "C", "H", "O", "H", "C", "C", "S", "O", "H", "C", "C", "Cl", "H", "H", "O", "H", "C", "C", "C", "C", "C", "C", "H", "C", "C", "O", "O", "C", "O", "H", "H", "C"], "coordinates": [[1.11, -7.66, 4.08], [3.42, -8.06, 3.88], [-5.41, -4.70, -2.37], [0.95, -0.88, -4.18], [-1.84, 2.01, -2.16], [2.16, 4.73, 1.31], [4.13, -8.30, 4.51], [-2.56, 3.07, -2.88], [1.12, -3.65, 1.33], [-1.64, 1.41, 1.35], [-0.83, 7.74, -1.86], [-1.82, 3.64, -3.43], [-4.41, 0.21, -0.97], [2.86, 9.28, -1.80], [-3.16, -5.17, -2.90], [-3.20, 2.62, -3.62], [-4.44, 1.97, -1.08], [3.98, 3.50, 0.49], [0.97, -7.45, 3.03], [1.73, 3.21, -0.39], [-3.43, -5.93, -3.61], [2.37, -0.97, -0.63], [-3.11, 3.74, -2.23], [1.50, -8.38, 7.99], [-1.81, 7.28, -1.87], [-1.64, 9.94, -1.98], [-1.95, 4.58, 0.99], [-1.93, 0.21, -0.82], [-1.17, -7.33, 4.59], [2.27, -5.66, 1.78], [-0.68, 3.07, -0.30], [3.48, -4.13, 0.50], [0.27, 5.66, -1.75], [0.58, 2.20, -2.20], [2.83, 3.77, 0.44], [0.73, 9.69, -1.90], [-0.84, -5.41, -3.21], [-2.60, -3.05, -0.96], [-4.23, -4.47, -2.21], [-1.89, -4.83, -2.63], [-2.15, 2.69, 2.43], [0.24, 4.23, 2.54], [-4.40, 1.01, -2.54], [-0.05, -4.98, -2.83], [-3.87, -3.38, -1.23], [0.25, -3.96, 1.89], [4.14, 5.67, 4.19], [-2.33, -2.27, -0.26], [3.63, -8.56, 6.43], [3.56, -2.95, -0.13], [2.31, -7.97, 4.59], [1.70, 7.50, -1.76], [2.86, 5.07, 2.43], [2.24, -4.56, 1.26], [-4.92, -2.79, -0.67], [0.54, -0.81, 0.20], [-0.95, -7.77, 7.15], [1.88, 8.82, -1.81], [0.33, 6.87, -1.79], [-1.99, 3.33, 0.40], [-2.30, 2.26, 1.45], [1.67, 2.03, -4.61], [1.20, -2.47, 0.71], [-3.32, 1.89, 1.35], [0.16, -7.87, 6.43], [-2.77, 3.33, -0.36], [-0.35, -3.54, -1.45], [-5.71, -3.23, -1.04], [-0.65, 9.07, -1.91], [0.84, 4.16, 1.52], [0.64, 1.41, -3.83], [0.23, -1.57, 0.72], [4.43, -2.64, -0.68], [3.51, 5.39, 3.38], [1.79, 2.57, -1.61], [3.34, 2.27, -2.29], [2.29, 5.74, -1.69], [2.10, -0.25, -2.96], [0.78, 10.91, -1.97], [-1.66, -7.53, 6.52], [2.42, -2.06, -0.08], [-0.04, -7.60, 4.96], [-0.64, 2.44, -1.53], [-4.03, 1.06, -1.52], [-1.54, -3.76, -1.64], [-2.54, 1.05, -1.46], [0.40, -0.48, -2.53], [1.08, -0.21, -3.34], [2.50, -8.27, 6.06], [4.45, -5.03, 0.52], [-0.65, 1.32, -4.45], [0.53, 3.46, 0.24], [2.70, 6.63, -1.69], [-1.22, 10.82, -2.00], [4.12, -5.78, 1.04], [1.35, -8.18, 6.94]], "energy_ha": -4189.99482, "smiles": "C#CN1C(=O)c2c(Cl)c(S(C)(=O)=O)c(N(C)C(C)=O)c([C@@H](C)F)c2C1=O.O=C1C=C(O)C(=O)C=C1O.O=C1C=C(O)C(=O)C=C1O.O=C1C=C(O)C(=O)C=C1O.O=C1C=C(O)C(=O)C=C1O", "homo_energy_ev": -9.628, "homo_lumo_gap_ev": 8.0}

No. 3
{"formula": "C40H30Co2N2O5P", "method": "ωB97M-V with the def2-TZVPD basis set", "symbols": ["C", "H", "C", "C", "H", "C", "C", "H", "C", "C", "O", "C", "C", "C", "H", "N", "C", "C", "C", "H", "H", "H", "C", "H", "C", "C", "P", "O", "C", "C", "C", "C", "C", "H", "C", "H", "O", "H", "H", "C", "C", "C", "C", "H", "C", "C", "C", "H", "O", "H", "H", "H", "H", "C", "C", "H", "H", "H", "C", "N", "C", "H", "H", "H", "H", "C", "H", "O", "H", "C", "C", "Co", "C", "C", "H", "H", "C", "Co", "H", "C"], "coordinates": [[-6.19, -0.05, -0.51], [-3.43, -2.71, 3.82], [-2.49, -2.25, -4.51], [2.22, -2.59, 0.61], [4.57, -5.04, 0.91], [1.00, -0.05, -0.67], [5.21, 1.24, 4.04], [1.33, -2.19, 1.12], [-1.35, -3.05, -4.64], [-0.48, -3.24, -3.57], [0.38, 5.41, 0.41], [2.87, -3.72, 1.13], [-2.76, -1.65, -3.29], [2.74, -1.85, -0.48], [7.03, 3.06, 5.40], [3.94, 0.80, 3.98], [4.00, -4.21, 0.48], [-0.73, -2.61, -2.35], [2.32, -0.45, -0.75], [-0.04, -2.73, -1.51], [-3.07, -0.94, 2.12], [-1.16, -3.54, -5.59], [2.14, 0.58, 5.84], [4.08, -2.00, -2.18], [-2.98, -4.32, 2.46], [-0.27, -0.42, 1.75], [-2.17, -0.99, -0.61], [2.27, 1.54, 1.72], [-5.04, 1.67, -1.78], [-2.93, -1.99, 1.86], [6.77, 2.11, 5.86], [3.39, 0.89, 5.27], [-2.61, -2.35, 0.54], [-3.18, -2.12, -5.35], [2.99, 1.28, 8.03], [5.22, -4.05, -1.32], [-0.15, -0.86, 2.82], [-3.63, -1.01, -3.18], [2.85, 1.43, 9.09], [-3.80, -0.20, -0.88], [4.42, -3.61, -0.73], [1.77, 2.12, 0.84], [-1.89, -1.85, -2.20], [6.64, 2.27, 6.94], [-3.13, -2.98, 2.81], [4.40, 1.40, 6.11], [1.96, 0.77, 7.22], [2.51, -4.20, 2.05], [-2.37, 2.44, 0.94], [-7.16, 1.67, -1.36], [5.07, 1.99, 8.06], [-2.27, -3.97, -0.86], [-0.31, 0.93, -2.25], [0.54, 4.36, -0.03], [-6.21, 1.15, -1.22], [5.95, 1.31, 3.22], [-7.10, -0.48, -0.09], [-2.62, -5.74, 0.87], [-1.67, 1.54, 0.67], [5.52, 1.60, 5.32], [0.19, 0.95, -1.26], [7.59, 1.39, 5.71], [-5.08, 2.57, -2.38], [-2.90, 1.42, -2.00], [-4.96, -1.70, 0.18], [-4.98, -0.75, -0.36], [3.07, 0.25, -1.20], [3.29, 3.10, -2.19], [-3.14, -5.09, 3.21], [-3.83, 1.01, -1.58], [4.24, 1.60, 7.48], [-0.63, 0.22, 0.16], [-2.69, -4.68, 1.15], [3.79, -2.46, -1.22], [1.38, 0.18, 5.18], [0.38, -3.90, -3.68], [-2.51, -3.70, 0.17], [0.91, 2.74, -0.55], [1.00, 0.53, 7.68], [2.33, 3.03, -1.53]], "energy_ha": -5134.45074, "de_lowest_kj_mol": 1.7, "homo_energy_ev": -9.742, "charge": 1, "homo_lumo_gap_ev": 4.4}

No. 4
{"formula": "C40H30F6GeIN4O10S2Zr", "method": "ωB97M-V with the def2-TZVPD basis set", "symbols": ["H", "O", "C", "O", "C", "C", "F", "C", "O", "C", "C", "C", "C", "H", "C", "H", "H", "C", "F", "C", "H", "I", "H", "H", "C", "C", "H", "F", "C", "C", "H", "H", "C", "C", "S", "O", "C", "C", "C", "H", "H", "O", "N", "H", "Ge", "H", "C", "H", "H", "C", "F", "O", "C", "O", "C", "N", "H", "H", "H", "C", "H", "H", "H", "O", "C", "F", "C", "C", "C", "H", "H", "C", "H", "H", "O", "C", "H", "C", "N", "C", "N", "C", "F", "C", "H", "O", "Zr", "H", "C", "H", "C", "C", "C", "C", "S"], "coordinates": [[3.02, -3.22, 2.06], [-0.46, 2.57, 0.69], [3.89, 0.39, 2.53], [-0.50, -1.78, 0.40], [2.09, -3.56, 2.50], [-2.74, -3.14, -3.28], [-0.23, 6.46, -1.96], [3.48, -1.06, 0.67], [-1.74, 2.31, -1.84], [-4.15, -1.47, -0.11], [-2.80, -0.75, -3.53], [1.32, 2.11, -5.67], [-4.17, -0.80, -3.78], [0.68, -6.41, 3.67], [-0.13, -0.40, 0.78], [-2.30, 0.21, -3.53], [-1.00, -0.01, 1.34], [1.04, -2.66, 2.70], [-1.45, 4.95, -1.03], [-4.76, 0.76, -0.76], [5.87, 1.18, 2.69], [-6.87, -2.10, -4.04], [-0.69, 1.80, -4.95], [-2.18, -4.04, -3.07], [-2.74, -1.10, -0.15], [5.67, -0.11, 0.99], [2.82, -1.69, 0.10], [0.64, 4.61, 2.75], [5.21, 0.54, 2.12], [-3.45, 1.05, -0.90], [-4.72, 0.11, -3.97], [-0.96, -2.47, 3.49], [3.00, -0.40, 1.81], [-4.81, -2.03, -3.75], [1.04, 4.23, -1.63], [-3.75, 3.28, -1.74], [-3.03, 2.34, -1.52], [1.96, -4.90, 2.84], [-0.26, -4.48, 3.64], [-0.56, 1.57, 7.33], [1.01, 2.67, -6.54], [-0.35, -0.95, -2.06], [0.67, 0.92, -3.70], [-2.10, 1.58, 5.39], [1.13, -0.75, 2.25], [-1.40, 0.65, 3.25], [-1.11, 1.15, 5.30], [4.02, 0.96, -3.98], [-4.39, -2.49, 0.15], [-1.82, -1.99, 0.27], [1.21, 2.57, 3.22], [0.84, 2.82, -1.96], [0.57, 0.07, 3.92], [-2.16, -3.28, 0.56], [-0.25, 1.15, 6.38], [-2.39, 0.20, -0.65], [2.79, -5.58, 2.67], [3.55, 0.94, 3.40], [3.16, -0.22, -2.03], [1.41, 0.06, 5.04], [1.54, -0.72, -2.02], [-5.49, 1.52, -1.02], [-6.16, -0.88, -0.33], [2.00, 4.95, -2.39], [-0.13, -3.15, 3.29], [-1.01, 4.83, -3.15], [2.66, 1.87, -5.37], [2.99, 1.15, -4.25], [-0.63, -1.87, -2.93], [6.70, 0.01, 0.67], [5.16, -1.44, -0.62], [1.96, 0.68, -3.43], [3.44, 2.26, -6.01], [-1.19, -4.83, 4.08], [1.83, 1.90, 0.38], [4.80, -0.92, 0.26], [1.69, 0.57, 7.10], [-2.09, -1.92, -3.27], [2.21, 0.02, -2.24], [0.79, -5.37, 3.41], [1.23, 4.35, -0.07], [-0.70, 0.62, 4.08], [2.67, 3.94, 2.40], [1.02, 0.59, 6.25], [2.39, -0.40, 4.97], [0.17, -2.68, -3.36], [-0.43, 0.87, -1.16], [-4.63, -4.15, -3.47], [0.37, 1.61, -4.79], [-1.39, -3.68, 0.99], [-0.54, 5.16, -1.96], [-4.11, -3.20, -3.50], [1.40, 3.58, 2.38], [-5.12, -0.59, -0.38], [0.94, 3.00, 0.70]], "energy_ha": -6331.17666, "de_lowest_kj_mol": 329.2, "homo_energy_ev": -3.510, "charge": -1, "homo_lumo_gap_ev": 5.6}

No. 5
{"formula": "C40H30N7PtS2", "method": "ωB97M-V with the def2-TZVPD basis set", "symbols": ["H", "C", "N", "C", "H", "C", "C", "C", "N", "H", "H", "C", "C", "S", "C", "C", "C", "N", "C", "C", "C", "H", "H", "H", "H", "H", "S", "C", "H", "H", "C", "C", "H", "C", "H", "H", "C", "H", "C", "H", "N", "C", "C", "C", "H", "N", "C", "N", "C", "H", "H", "H", "Pt", "H", "C", "N", "H", "H", "C", "H", "H", "H", "C", "C", "C", "C", "C", "C", "C", "C", "C", "C", "C", "C", "H", "H", "H", "C", "C", "H"], "coordinates": [[0.29, -6.20, 1.02], [3.98, -3.59, 4.03], [-0.90, -3.54, -0.40], [2.92, 0.23, 0.75], [1.98, -2.17, 2.75], [-1.08, 3.71, -2.95], [2.34, 3.15, -1.45], [4.56, -2.44, 3.54], [0.10, -3.02, 0.31], [6.94, -4.16, 5.48], [1.23, 4.11, 1.71], [-4.06, -0.09, 0.19], [0.60, 3.25, 1.62], [0.95, 5.26, -3.26], [4.02, -1.46, 2.63], [-2.71, -0.89, -2.28], [-0.57, 5.77, -3.85], [1.19, 0.70, -0.83], [-3.02, -1.59, -3.42], [0.81, 1.98, 2.14], [-1.62, -2.82, -1.37], [1.62, 1.64, 2.76], [2.96, -3.89, 3.83], [2.79, 4.10, -1.71], [-6.08, 0.52, 0.45], [5.83, -0.32, 2.41], [6.21, -2.31, 4.09], [4.95, 1.60, 0.69], [-2.58, 5.00, -3.91], [-6.73, 2.79, 1.09], [2.66, -1.50, 2.25], [-5.76, 3.03, 1.52], [4.58, -5.29, 5.27], [0.05, -5.22, 0.65], [-3.82, -3.27, -5.33], [-0.32, 1.17, -2.11], [4.25, 0.45, 1.18], [-2.12, -3.70, -5.49], [-3.37, 2.36, 1.22], [-3.55, -1.09, -4.22], [-1.05, 1.90, 1.10], [2.36, 1.07, -0.25], [-4.72, 2.06, 1.07], [-2.02, -1.48, -1.20], [1.56, -3.86, 1.56], [-1.75, -0.73, -0.07], [-2.97, -3.70, -4.81], [-0.19, 1.16, 1.81], [-2.69, 0.20, 0.32], [-4.34, -1.06, -0.18], [4.85, 3.39, -0.43], [-0.65, 6.72, -4.33], [0.17, -0.78, 0.59], [-5.48, 4.04, 1.25], [6.08, -3.79, 4.94], [2.14, -0.72, 1.33], [-1.59, -4.52, -2.66], [-1.17, 3.91, 0.43], [0.58, 1.54, -1.64], [-1.71, -5.48, -0.67], [5.96, 1.76, 1.04], [-3.00, 0.14, -2.19], [-0.61, 3.17, 0.98], [-0.96, -4.87, -0.21], [0.27, 3.76, -2.68], [-2.37, 1.47, 0.86], [4.85, -4.35, 4.82], [-1.55, 4.86, -3.62], [-1.93, -3.51, -2.54], [-5.04, 0.80, 0.56], [1.07, 2.82, -1.93], [0.70, -4.02, 0.95], [4.34, 2.49, -0.13], [3.02, 2.26, -0.63], [-3.09, 3.31, 1.66], [-1.71, 2.89, -2.68], [-3.20, -4.74, -4.56], [-2.65, -2.92, -3.57], [4.80, -0.44, 2.10], [-5.85, 2.99, 2.61]], "energy_ha": -2841.08666, "de_lowest_kj_mol": 158.7, "homo_energy_ev": -9.122, "charge": 1, "homo_lumo_gap_ev": 5.7}

What is the formula in the first record?
C40H30As2AuCl2F5NO4S